{
  "formula": "C5H9NO",
  "method": "wB97M-V/def2-TZVPD",
  "total_energy_ha": -325.88002,
  "lumo_ev": 0.910,
  "smiles": "CC1(C)NCC1=O",
  "homo_energy_ev": -9.49,
  "homo_lumo_gap_ev": 10.40,
  "relative_energy_kcal_mol": 36.1,
  "species": ["C", "C", "C", "N", "C", "C", "O", "H", "H", "H", "H", "H", "H", "H", "H", "H"],
  "positions_angstrom": [[-1.445921, 0.531592, -0.089709], [0.013479, 0.102723, -0.259708], [0.515935, 0.362304, -1.668832], [0.893778, 0.582853, 0.844117], [0.782682, -0.688920, 1.588653], [0.284097, -1.306318, 0.286085], [0.250866, -2.409352, -0.181898], [-2.090472, 0.059000, -0.837888], [-1.519014, 1.618981, -0.217993], [-1.831554, 0.279577, 0.905418], [0.425048, 1.423759, -1.925496], [-0.079967, -0.217246, -2.382619], [1.563554, 0.066692, -1.768391], [0.530071, 1.390387, 1.340490], [1.713245, -1.079211, 2.010700], [-0.005828, -0.716821, 2.357072]],
  "forces_ev_per_angstrom": [[-0.070, -0.007, 0.027], [-0.080, 0.017, -0.263], [0.031, 0.006, -0.036], [-0.055, 0.302, 0.111], [0.084, -0.243, 0.198], [-0.073, -0.474, -0.162], [-0.076, 0.524, 0.254], [0.114, 0.042, 0.107], [0.018, -0.161, 0.003], [0.074, 0.020, -0.148], [0.015, -0.132, 0.059], [0.100, 0.085, 0.095], [-0.129, 0.051, 0.032], [0.019, -0.091, -0.073], [-0.110, 0.040, -0.100], [0.138, 0.023, -0.103]],
  "mulliken_charge": [-1.46, 1.48, -1.56, -0.59, -0.40, 0.14, -0.57, 0.37, 0.37, 0.34, 0.36, 0.33, 0.38, 0.28, 0.30, 0.24]
}